# C48H71N3O4P2Ti

A structure of composition C48H71N3O4P2Ti (ωB97M-V/def2-TZVPD, OMol25).

The geometry in XYZ format:
```
129
Properties=species:S:1:pos:R:3:mulliken_charge:R:1
Ti 0.030 0.089 0.086 -1.479
C -4.617 0.410 5.965 -1.686
C -3.286 1.168 5.859 1.990
C -2.483 0.980 7.153 -1.664
C -3.591 2.657 5.693 -2.144
C -2.484 0.612 4.684 -0.562
C -2.104 1.391 3.618 -1.041
C -1.374 0.816 2.560 -0.125
N -0.921 1.394 1.404 1.119
C -1.003 2.682 0.972 -0.508
C -1.336 3.835 1.708 -0.794
C -1.425 5.044 1.070 -0.919
C -1.179 5.088 -0.321 -0.291
C -0.794 4.004 -1.093 -0.266
C -0.667 2.785 -0.407 -0.043
O -0.247 1.640 -0.962 1.164
C -0.500 4.155 -2.591 2.402
C -1.361 3.184 -3.408 -1.230
C -0.796 5.574 -3.082 -2.460
C 0.975 3.849 -2.872 -1.246
C -1.768 6.338 1.802 1.850
C -0.615 7.338 1.632 -1.691
C -3.053 6.929 1.206 -1.667
C -1.991 6.107 3.296 -2.078
C -1.094 -0.572 2.574 0.471
O -0.495 -1.035 1.467 0.320
C -1.446 -1.384 3.660 -0.390
C -2.126 -0.753 4.687 -0.519
C -1.084 -2.867 3.690 2.414
C -1.568 -3.541 4.975 -2.395
C -1.741 -3.590 2.504 -1.388
C 0.444 -3.019 3.620 -1.440
H -5.201 0.797 6.803 0.452
H -4.465 -0.657 6.132 0.353
H -5.207 0.530 5.054 0.360
H -3.047 1.371 8.002 0.461
H -1.532 1.513 7.101 0.374
H -2.271 -0.071 7.353 0.325
H -4.159 3.007 6.555 0.517
H -4.193 2.851 4.802 0.398
H -2.678 3.254 5.635 0.430
H -2.399 2.423 3.577 0.665
H -1.464 3.774 2.774 0.819
H -1.274 6.047 -0.806 0.632
H -2.425 3.338 -3.218 0.361
H -1.112 2.150 -3.173 -0.162
H -1.179 3.344 -4.473 0.542
H -1.838 5.855 -2.920 0.439
H -0.604 5.621 -4.154 0.443
H -0.155 6.316 -2.602 0.440
H 1.182 2.795 -2.711 -0.116
H 1.635 4.440 -2.234 0.338
H 1.206 4.081 -3.914 0.474
H -0.440 7.582 0.583 0.346
H 0.312 6.937 2.045 0.358
H -0.849 8.268 2.154 0.467
H -2.943 7.157 0.145 0.322
H -3.309 7.857 1.719 0.474
H -3.889 6.235 1.318 0.367
H -1.096 5.715 3.784 0.370
H -2.821 5.421 3.480 0.431
H -2.237 7.055 3.775 0.485
H -2.419 -1.345 5.543 0.623
H -2.655 -3.502 5.073 0.423
H -1.120 -3.092 5.863 0.435
H -1.277 -4.592 4.956 0.445
H -2.827 -3.482 2.542 0.333
H -1.506 -4.656 2.548 0.540
H -1.382 -3.200 1.553 -0.032
H 0.911 -2.553 4.491 0.345
H 0.858 -2.557 2.725 0.023
H 0.709 -4.078 3.622 0.475
C 2.977 1.070 -1.901 -1.750
P 1.900 -0.373 -1.685 1.004
C 0.935 -0.437 -3.261 0.182
N 1.502 -0.002 -4.356 -0.143
C 0.783 -0.047 -5.504 0.147
C 1.355 0.436 -6.705 -0.565
C 0.635 0.379 -7.861 -0.578
C -0.678 -0.157 -7.875 -0.546
C -1.252 -0.626 -6.731 -0.649
C -0.528 -0.576 -5.517 0.258
N -1.106 -1.018 -4.373 -0.162
C -0.408 -0.935 -3.269 -0.101
P -1.202 -1.387 -1.678 1.521
C -1.233 -3.207 -1.632 -1.619
C -3.013 -0.941 -1.735 1.904
C -3.202 0.479 -2.259 -1.849
C -3.823 -1.919 -2.589 -1.827
C -3.488 -1.002 -0.275 -1.920
C 3.071 -1.822 -1.750 1.950
C 2.274 -3.122 -1.771 -1.457
C 3.918 -1.788 -0.473 -1.650
C 3.968 -1.739 -2.985 -1.814
H 3.198 1.209 -2.958 0.551
H 3.897 0.908 -1.342 0.503
H 2.495 1.948 -1.482 0.206
H 2.359 0.837 -6.670 0.487
H 1.065 0.745 -8.784 0.429
H -1.225 -0.190 -8.807 0.423
H -2.253 -1.036 -6.716 0.494
H -1.576 -3.597 -2.590 0.440
H -1.927 -3.513 -0.849 0.520
H -0.257 -3.617 -1.400 0.362
H -2.921 0.562 -3.308 0.317
H -2.629 1.206 -1.683 0.030
H -4.259 0.740 -2.172 0.676
H -3.457 -1.951 -3.614 0.239
H -4.861 -1.577 -2.607 0.541
H -3.824 -2.929 -2.178 0.367
H -3.017 -0.228 0.338 0.019
H -3.294 -1.968 0.196 0.374
H -4.566 -0.832 -0.249 0.689
H 1.698 -3.238 -0.850 -0.004
H 2.965 -3.966 -1.834 0.638
H 1.604 -3.182 -2.631 0.318
H 3.301 -1.859 0.424 0.139
H 4.525 -0.884 -0.398 0.310
H 4.603 -2.638 -0.487 0.602
H 3.395 -1.765 -3.911 0.343
H 4.644 -2.597 -2.980 0.529
H 4.580 -0.837 -2.987 0.330
C 3.390 0.258 2.805 -0.927
O 2.291 -0.177 1.981 0.266
C 1.823 0.733 1.097 0.832
O 2.304 1.835 0.991 -0.633
H 3.556 -0.542 3.520 0.250
H 3.139 1.187 3.311 0.280
H 4.280 0.415 2.196 0.246
```

Calculated values
Calculated total energy: -105281.540 eV
Frontier orbital gap (spin up / spin down): 6.69 / 5.69 eV
⟨S²⟩: 0.788
Lowest unoccupied orbital energy (spin up / spin down): -0.119 / -0.170 Eh
Energy relative to the best compared isomer or geometry (same formula, charge and spin): 0.0 kJ/mol
Net charge: +1
Spin multiplicity: 2